Record 1
Here is the molecule C4H11NOS at a distorted geometry from the OMol25 dataset. Energies are from ωB97M-V with the def2-TZVPD basis set.

Net charge ... 0
Energy relative to the best compared isomer or geometry (same formula, charge and spin) ... 2.817 eV
HOMO level ... -8.5 eV
M ... 121.2 g mol⁻¹

CARTESIAN COORDINATES (ANGSTROEM)
C: 1.314 -1.645 -0.854
N: 1.337 -0.286 -0.322
C: 0.202 0.509 0.002
C: -0.075 0.386 1.547
O: 0.889 1.135 2.353
C: -1.053 0.298 -0.924
S: -2.529 1.103 -0.359
H: 1.931 -2.172 -0.155
H: 0.234 -2.107 -0.819
H: 1.575 -1.735 -1.857
H: 2.232 0.134 -0.554
H: 0.379 1.615 -0.152
H: -1.066 0.785 1.837
H: -0.021 -0.646 2.053
H: 0.400 2.045 2.233
H: -1.307 -0.802 -1.073
H: -0.825 0.736 -1.888
H: -3.617 0.646 -1.068

In the Mulliken picture, each atom carries the following charge in e:
1 C -0.900
2 N -0.257
3 C 0.223
4 C -0.641
5 O -0.512
6 C -0.595
7 S -0.295
8 H 0.338
9 H 0.229
10 H 0.320
11 H 0.239
12 H 0.224
13 H 0.313
14 H 0.214
15 H 0.325
16 H 0.261
17 H 0.391
18 H 0.125

Record 2
Here is the molecule C4H11NOS at a distorted geometry from the OMol25 dataset. Energies are from ωB97M-V with the def2-TZVPD basis set.

Net charge ... 0
Energy relative to the best compared isomer or geometry (same formula, charge and spin) ... 1.901 eV
HOMO level ... -8.8 eV
M ... 121.2 g mol⁻¹

CARTESIAN COORDINATES (ANGSTROEM)
C: -0.313 -1.277 -1.664
C: -0.412 -0.098 -0.671
C: -1.388 -0.456 0.502
S: -0.863 -1.431 1.901
N: 0.907 0.351 -0.246
C: 0.977 1.676 0.402
O: 1.151 1.581 1.808
H: -0.657 -2.197 -1.182
H: -1.104 -1.223 -2.426
H: 0.654 -1.197 -2.156
H: -0.802 0.738 -1.249
H: -2.131 -1.078 -0.012
H: -1.863 0.470 0.825
H: 0.447 -1.340 1.551
H: 1.570 -0.228 0.222
H: -0.049 2.026 0.336
H: 1.806 2.245 -0.009
H: 2.071 1.437 2.067

In the Mulliken picture, each atom carries the following charge in e:
1 C -1.377
2 C 0.112
3 C -0.753
4 S -0.203
5 N -0.307
6 C -0.513
7 O -0.530
8 H 0.295
9 H 0.324
10 H 0.419
11 H 0.286
12 H 0.491
13 H 0.412
14 H 0.081
15 H 0.262
16 H 0.329
17 H 0.356
18 H 0.315

Record 3
Here is a cluster of 2 separate species, C4H11NOS in total at a distorted geometry from the OMol25 dataset. Energies are from ωB97M-V with the def2-TZVPD basis set.

Net charge ... 0
Energy relative to the best compared isomer or geometry (same formula, charge and spin) ... 3.046 eV
HOMO level ... -8.6 eV
M ... 121.2 g mol⁻¹

CARTESIAN COORDINATES (ANGSTROEM)
C: -0.815 -1.474 -0.430
C: -0.778 -0.200 -0.316
C: -0.940 0.518 1.004
C: -0.410 0.629 -1.518
H: -0.685 -1.932 -1.359
H: -1.055 -2.005 0.553
H: -0.485 -0.079 1.752
H: -0.239 1.348 1.053
H: -1.959 0.866 1.085
H: -0.552 0.088 -2.455
H: 0.569 1.133 -1.401
H: -1.347 1.300 -1.778
N: 2.482 -1.406 -0.355
S: 3.414 -0.023 -0.377
O: 3.069 0.710 1.188
H: 2.801 -1.804 0.473
H: 1.515 -1.189 -0.380
H: 3.919 1.169 1.468

In the Mulliken picture, each atom carries the following charge in e:
1 C -0.911
2 C 0.535
3 C -1.235
4 C -1.030
5 H 0.408
6 H 0.254
7 H 0.404
8 H 0.306
9 H 0.324
10 H 0.335
11 H 0.268
12 H 0.318
13 N -0.541
14 S 0.116
15 O -0.483
16 H 0.308
17 H 0.326
18 H 0.299

Record 4
Here is the molecule C4H11NOS at a distorted geometry from the OMol25 dataset. Energies are from ωB97M-V with the def2-TZVPD basis set.

Net charge ... 0
Energy relative to the best compared isomer or geometry (same formula, charge and spin) ... 2.726 eV
HOMO level ... -8.3 eV
M ... 121.2 g mol⁻¹

CARTESIAN COORDINATES (ANGSTROEM)
C: 0.218 1.395 -1.548
C: -1.496 -0.432 2.404
C: 1.010 0.880 -0.320
C: 0.477 -0.302 0.332
N: 0.430 -1.494 -0.444
O: -1.279 1.916 1.171
S: -1.427 0.455 0.829
H: 0.288 0.736 -2.414
H: -0.794 1.690 -1.226
H: 0.765 2.361 -1.834
H: -1.034 0.328 3.094
H: -0.890 -1.279 2.422
H: -2.584 -0.496 2.608
H: 2.088 0.690 -0.719
H: 1.211 1.729 0.454
H: 0.923 -0.605 1.389
H: -0.052 -2.193 0.190
H: -0.216 -1.224 -1.265

In the Mulliken picture, each atom carries the following charge in e:
1 C -1.175
2 C -0.864
3 C -0.789
4 C -0.173
5 N -0.601
6 O -0.594
7 S 0.403
8 H 0.365
9 H 0.421
10 H 0.288
11 H 0.284
12 H 0.340
13 H 0.319
14 H 0.350
15 H 0.285
16 H 0.524
17 H 0.299
18 H 0.317

Record 5
Here is a cluster of 2 separate species, C4H11NOS in total at a distorted geometry from the OMol25 dataset. Energies are from ωB97M-V with the def2-TZVPD basis set.

Spin multiplicity ... 2
Net charge ... +1
Energy relative to the best compared isomer or geometry (same formula, charge and spin) ... 5.361 eV
⟨S²⟩ ... 0.9577
HOMO level (alpha / beta) ... -14.3 / -14.0 eV
M ... 121.2 g mol⁻¹

CARTESIAN COORDINATES (ANGSTROEM)
C: 0.847 0.789 -0.767
N: 0.380 0.867 0.608
C: 1.089 0.066 1.587
O: 0.490 0.097 2.858
C: 0.270 -0.349 -1.557
C: -1.276 -0.611 -1.254
S: -1.648 -1.350 0.296
H: 0.452 1.670 -1.363
H: 2.003 0.936 -0.724
H: -0.537 0.461 0.660
H: 2.151 0.385 1.534
H: 1.120 -1.040 1.173
H: -0.463 -0.124 2.742
H: 0.808 -1.285 -0.982
H: 0.462 -0.393 -2.616
H: -1.827 -1.113 -2.009
H: -1.787 0.449 -1.133
H: -2.533 0.544 0.947

In the Mulliken picture, each atom carries the following charge in e:
1 C -0.582
2 N 0.186
3 C -0.152
4 O -0.453
5 C -0.270
6 C -0.658
7 S -0.012
8 H 0.301
9 H 0.380
10 H -0.403
11 H 0.405
12 H 0.321
13 H 0.364
14 H 0.185
15 H 0.406
16 H 0.407
17 H 0.331
18 H 0.243

Record 6
Here is a cluster of 2 separate species, C4H11NOS2 in total at a distorted geometry from the OMol25 dataset. Energies are from ωB97M-V with the def2-TZVPD basis set.

Net charge ... 0
Energy relative to the best compared isomer or geometry (same formula, charge and spin) ... 6.303 eV
HOMO level ... -7.0 eV
M ... 153.3 g mol⁻¹

CARTESIAN COORDINATES (ANGSTROEM)
N: 3.385 0.304 0.768
C: 2.079 0.144 -0.078
C: 1.055 -0.571 0.774
O: 0.691 0.156 1.924
C: 2.171 -0.330 -1.463
S: -2.429 -0.914 0.418
S: -1.854 0.878 -0.344
C: -0.910 0.450 -1.853
H: 3.776 1.174 0.403
H: 3.941 -0.393 0.260
H: 1.697 1.191 -0.224
H: 0.296 -0.764 0.029
H: 1.539 -1.496 1.121
H: -0.250 0.355 1.836
H: 2.520 -1.348 -1.591
H: 2.513 0.395 -2.185
H: -1.110 1.029 -2.753
H: -0.992 -0.628 -1.979
H: 0.132 0.684 -1.555

In the Mulliken picture, each atom carries the following charge in e:
1 N -0.624
2 C 0.175
3 C -0.229
4 O -0.469
5 C -0.969
6 S -0.263
7 S 0.027
8 C -0.446
9 H 0.297
10 H 0.324
11 H 0.292
12 H 0.104
13 H 0.227
14 H 0.295
15 H 0.334
16 H 0.332
17 H 0.395
18 H 0.309
19 H -0.112

Record 7
Here is a cluster of 2 separate species, C4H11NOSi in total at a distorted geometry from the OMol25 dataset. Energies are from ωB97M-V with the def2-TZVPD basis set.

Net charge ... 0
Energy relative to the best compared isomer or geometry (same formula, charge and spin) ... 3.480 eV
HOMO level ... -8.7 eV
M ... 117.2 g mol⁻¹

CARTESIAN COORDINATES (ANGSTROEM)
C: -1.657 0.928 1.684
C: 1.524 -0.810 1.529
C: 0.489 0.388 -2.939
C: 0.340 0.041 1.121
N: -0.399 0.522 2.008
O: -0.088 -0.831 -2.558
Si: -1.644 -1.058 -1.932
H: -2.217 -0.061 1.703
H: -2.053 1.705 2.412
H: 1.489 -1.092 2.540
H: 2.443 -0.037 1.463
H: 1.647 -1.693 0.838
H: -0.220 1.026 -3.437
H: 1.256 0.196 -3.531
H: 0.793 0.871 -2.009
H: 0.095 0.134 0.042
H: -1.910 1.291 0.699
H: -1.147 -2.550 -1.999

In the Mulliken picture, each atom carries the following charge in e:
1 C -0.661
2 C -0.945
3 C -0.531
4 C 0.681
5 N -0.470
6 O -0.168
7 Si 0.032
8 H 0.266
9 H 0.257
10 H 0.328
11 H 0.213
12 H 0.289
13 H 0.273
14 H 0.264
15 H 0.208
16 H -0.242
17 H 0.291
18 H -0.087

Record 8
Here is the molecule C4H11NP2 at a distorted geometry from the OMol25 dataset. Energies are from ωB97M-V with the def2-TZVPD basis set.

Net charge ... 0
Energy relative to the best compared isomer or geometry (same formula, charge and spin) ... 1.123 eV
HOMO level ... -8.3 eV
M ... 135.1 g mol⁻¹

CARTESIAN COORDINATES (ANGSTROEM)
C: -1.640 -2.970 1.475
C: -0.976 -2.357 0.246
P: 0.012 -0.883 0.886
N: 0.764 -0.309 -0.321
P: 2.059 0.642 -0.693
C: 1.546 2.353 -0.082
C: 0.465 2.924 -1.019
H: -1.329 -3.950 1.879
H: -1.665 -2.363 2.346
H: -2.705 -3.116 1.184
H: -1.827 -2.094 -0.424
H: -0.407 -3.020 -0.320
H: 1.566 0.777 -2.009
H: 1.170 2.122 0.894
H: 2.476 2.929 -0.067
H: -0.540 2.811 -0.615
H: 0.669 3.939 -1.211
H: 0.362 2.565 -2.148

In the Mulliken picture, each atom carries the following charge in e:
1 C -1.008
2 C -0.500
3 P -0.140
4 N 0.030
5 P -0.059
6 C -0.537
7 C -0.930
8 H 0.282
9 H 0.357
10 H 0.270
11 H 0.295
12 H 0.423
13 H 0.013
14 H 0.302
15 H 0.359
16 H 0.260
17 H 0.327
18 H 0.257

Record 9
Here is a cluster of 2 separate species, C4H11NS in total at a distorted geometry from the OMol25 dataset. Energies are from ωB97M-V with the def2-TZVPD basis set.

Spin multiplicity ... 2
Net charge ... -1
Energy relative to the best compared isomer or geometry (same formula, charge and spin) ... 3.597 eV
⟨S²⟩ ... 0.7544
HOMO level (alpha / beta) ... 0.2 / -1.4 eV
M ... 105.2 g mol⁻¹

CARTESIAN COORDINATES (ANGSTROEM)
C: 3.376 2.107 -1.531
S: 2.218 0.814 -0.896
C: 1.772 1.521 0.656
H: 3.202 2.051 -2.590
H: 3.023 3.066 -1.230
H: 4.332 1.885 -1.227
H: 1.305 2.485 0.665
H: 2.640 1.574 1.338
H: 1.058 0.869 1.220
C: -2.379 -1.710 -0.411
C: -3.665 -2.326 1.530
N: -3.710 -1.767 0.383
H: -1.515 -1.877 0.274
H: -2.297 -2.616 -1.065
H: -2.251 -0.782 -1.033
H: -4.080 -3.351 1.540
H: -3.031 -1.943 2.378

In the Mulliken picture, each atom carries the following charge in e:
1 C -0.845
2 S -0.052
3 C -0.896
4 H 0.294
5 H 0.269
6 H 0.285
7 H 0.313
8 H 0.291
9 H 0.308
10 C -0.873
11 C -0.705
12 N -0.670
13 H 0.246
14 H 0.205
15 H 0.294
16 H 0.219
17 H 0.318

Record 10
Here is the molecule C4H11NS at a distorted geometry from the OMol25 dataset. Energies are from ωB97M-V with the def2-TZVPD basis set.

Net charge ... 0
Energy relative to the best compared isomer or geometry (same formula, charge and spin) ... 1.811 eV
HOMO level ... -9.1 eV
M ... 105.2 g mol⁻¹

CARTESIAN COORDINATES (ANGSTROEM)
C: -0.227 0.902 -1.878
C: -0.349 0.750 -0.265
N: -1.847 0.931 0.208
C: 0.161 -0.677 0.164
C: 0.902 -0.513 1.438
S: 1.686 -2.159 2.204
H: -1.212 0.502 -2.117
H: 0.498 0.148 -2.185
H: 0.077 1.853 -2.258
H: 0.218 1.663 0.084
H: -2.373 1.438 -0.403
H: -2.171 0.029 0.413
H: -0.646 -1.346 0.567
H: 0.737 -1.145 -0.731
H: 1.746 0.159 1.272
H: 0.438 -0.139 2.306
H: 2.363 -2.398 1.184

In the Mulliken picture, each atom carries the following charge in e:
1 C -1.215
2 C 0.350
3 N -0.612
4 C -0.390
5 C -1.043
6 S -0.189
7 H 0.339
8 H 0.310
9 H 0.313
10 H 0.292
11 H 0.222
12 H 0.207
13 H 0.221
14 H 0.266
15 H 0.423
16 H 0.424
17 H 0.085

Record 11
Here is the molecule C4H11NS at a distorted geometry from the OMol25 dataset. Energies are from ωB97M-V with the def2-TZVPD basis set.

Net charge ... 0
Energy relative to the best compared isomer or geometry (same formula, charge and spin) ... 2.054 eV
HOMO level ... -8.2 eV
M ... 105.2 g mol⁻¹

CARTESIAN COORDINATES (ANGSTROEM)
C: 0.829 -2.104 0.301
N: 0.240 -0.897 0.983
C: 0.592 0.556 0.960
C: -0.460 1.540 0.192
C: -1.174 0.939 -0.939
S: -0.233 0.894 -2.597
H: 1.049 -2.847 1.092
H: 1.853 -1.821 -0.058
H: 0.190 -2.353 -0.569
H: -0.558 -1.142 1.587
H: 1.571 0.945 0.465
H: 0.480 0.806 1.984
H: 0.129 2.504 0.070
H: -1.346 1.665 0.923
H: -2.147 1.528 -1.229
H: -1.601 -0.081 -0.912
H: 0.588 -0.132 -2.256

In the Mulliken picture, each atom carries the following charge in e:
1 C -0.817
2 N -0.240
3 C -0.680
4 C -0.301
5 C -0.720
6 S -0.214
7 H 0.336
8 H 0.247
9 H 0.245
10 H 0.215
11 H 0.314
12 H 0.348
13 H 0.319
14 H 0.200
15 H 0.333
16 H 0.320
17 H 0.096

Record 12
Here is the molecule C4H11NS at a distorted geometry from the OMol25 dataset. Energies are from ωB97M-V with the def2-TZVPD basis set.

Net charge ... 0
Energy relative to the best compared isomer or geometry (same formula, charge and spin) ... 1.946 eV
HOMO level ... -8.8 eV
M ... 105.2 g mol⁻¹

CARTESIAN COORDINATES (ANGSTROEM)
C: -1.780 -0.728 -1.705
N: -0.445 -0.378 -1.292
C: -0.476 0.700 -0.324
C: 0.863 1.054 0.427
C: 1.711 -0.183 0.941
S: 0.704 -1.180 2.217
H: -1.801 -1.627 -2.439
H: -2.292 0.030 -2.166
H: -2.505 -1.027 -0.807
H: 0.051 -1.184 -1.072
H: -1.215 0.531 0.562
H: -0.735 1.682 -0.705
H: 0.713 1.932 1.260
H: 1.683 1.446 -0.213
H: 2.323 0.212 1.767
H: 2.249 -0.906 0.295
H: 0.953 -0.375 3.254

In the Mulliken picture, each atom carries the following charge in e:
1 C -0.873
2 N -0.325
3 C -0.413
4 C -0.484
5 C -0.873
6 S -0.221
7 H 0.292
8 H 0.344
9 H 0.258
10 H 0.257
11 H 0.283
12 H 0.299
13 H 0.270
14 H 0.317
15 H 0.367
16 H 0.389
17 H 0.112